A single C19H20N4O4S2 molecule in a non-equilibrium geometry. Source: OMol25; level of theory: the ωB97M-V functional and the def2-TZVPD basis.

Its structure (SMILES) is COc1ccc2nc(NC(=O)C3CCN(S(=O)(=O)c4cccnc4)CC3)sc2c1. The HOMO-LUMO gap comes out at 0.31858 Eh. As for the energy above the lowest of the compared OMol25 structures with the same formula, charge and spin: 41.87 kcal per mole.

Last columns: bonded neighbours and bond lengths (Å).
CARTESIAN COORDINATES (ANGSTROEM)
1 C -7.162 -0.913 4.735  H2 1.089, O3 1.408, H48 1.095, H49 1.095
2 H -8.007 -1.532 5.032  C1 1.089
3 O -6.566 -1.579 3.647  C1 1.408, C4 1.357
4 C -5.470 -1.029 3.066  O3 1.357, C5 1.389, C9 1.405
5 C -4.881 0.164 3.467  C4 1.389, C6 1.384, H47 1.077
6 C -3.764 0.599 2.776  C5 1.384, C7 1.409, S46 1.741
7 C -3.219 -0.123 1.696  C6 1.409, C8 1.392, N12 1.367
8 C -3.823 -1.316 1.310  C7 1.392, C9 1.374, H11 1.077
9 C -4.932 -1.755 1.991  C4 1.405, C8 1.374, H10 1.078
10 H -5.422 -2.675 1.716  C9 1.078
11 H -3.411 -1.876 0.486  C8 1.077
12 N -2.114 0.442 1.124  C7 1.367, C13 1.277
13 C -1.785 1.539 1.689  N12 1.277, N14 1.362, S46 1.787
14 N -0.745 2.359 1.369  C13 1.362, C15 1.386, H45 1.015
15 C 0.176 2.308 0.335  N14 1.386, O16 1.208, C17 1.510
16 O 0.915 3.253 0.195  C15 1.208
17 C 0.164 1.064 -0.522  C15 1.510, C18 1.539, C35 1.534, H44 1.094
18 C 0.779 -0.121 0.242  C17 1.539, C19 1.525, H42 1.090, H43 1.089
19 C 2.282 0.072 0.410  C18 1.525, N20 1.446, H40 1.091, H41 1.100
20 N 2.878 0.190 -0.902  C19 1.446, S21 1.667, C34 1.446
21 S 4.509 -0.121 -1.037  N20 1.667, O22 1.433, O23 1.436, C24 1.792
22 O 4.833 -1.159 -0.102  S21 1.433
23 O 5.302 1.076 -1.035  S21 1.436
24 C 4.539 -0.806 -2.693  S21 1.792, C25 1.383, C29 1.385
25 C 5.383 -0.290 -3.658  C24 1.383, C26 1.387, H33 1.079
26 C 5.362 -0.864 -4.921  C25 1.387, C27 1.388, H32 1.079
27 C 4.491 -1.921 -5.142  C26 1.388, N28 1.324, H31 1.082
28 N 3.683 -2.413 -4.215  C27 1.324, C29 1.320
29 C 3.710 -1.869 -3.013  C24 1.385, N28 1.320, H30 1.080
30 H 3.048 -2.287 -2.268  C29 1.080
31 H 4.431 -2.404 -6.109  C27 1.082
32 H 6.001 -0.500 -5.710  C26 1.079
33 H 6.027 0.539 -3.405  C25 1.079
34 C 2.432 1.367 -1.615  N20 1.446, C35 1.528, H38 1.092, H39 1.096
35 C 0.923 1.281 -1.838  C17 1.534, C34 1.528, H36 1.090, H37 1.091
36 H 0.583 2.201 -2.315  C35 1.090
37 H 0.710 0.441 -2.500  C35 1.091
38 H 2.958 1.391 -2.572  C34 1.092
39 H 2.680 2.279 -1.060  C34 1.096
40 H 2.743 -0.790 0.893  C19 1.091
41 H 2.487 0.968 1.015  C19 1.100
42 H 0.602 -1.028 -0.336  C18 1.090
43 H 0.302 -0.237 1.214  C18 1.089
44 H -0.882 0.825 -0.733  C17 1.094
45 H -0.671 3.204 1.926  N14 1.015
46 S -2.826 2.039 3.052  C6 1.741, C13 1.787
47 H -5.264 0.748 4.287  C5 1.077
48 H -7.523 0.080 4.450  C1 1.095
49 H -6.468 -0.821 5.577  C1 1.095